Arrangement P

Computed, not measured: 2 unconnected molecules or ions with the total composition C3H10S, with wB97M-V/def2-TZVPD.

Each line ends with the Mulliken charge.
Element x y z (Å)
C (-0.804, 1.308, 0.934)  -0.7023
S (-1.624, 0.293, -0.279)  -0.0774
C (-1.714, -1.412, 0.377)  -0.8655
H (0.284, 1.306, 0.881)  0.1758
H (-1.075, 0.961, 1.939)  0.2916
H (-1.238, 2.297, 0.800)  0.2794
H (-1.671, -2.066, -0.491)  0.2863
H (-0.910, -1.685, 1.053)  0.2891
H (-2.669, -1.563, 0.887)  0.3221
C (2.285, 0.138, -1.233)  -0.8523
H (2.027, 0.481, -2.226)  0.2249
H (2.370, 0.958, -0.529)  0.1951
H (3.210, -0.436, -1.213)  0.3020
H (1.530, -0.579, -0.901)  0.1311

Summary:
Kohn-Sham gap (Eh): 0.3462
SMILES string: CSC.C

---

Arrangement Q

Computed, not measured: 2 unconnected molecules or ions with the total composition C3H10S, with wB97M-V/def2-TZVPD.

Each line ends with the Mulliken charge.
Element x y z (Å)
C (2.112, -1.350, 1.384)  -0.9943
C (0.793, -0.473, 1.199)  -0.4927
S (1.030, 0.961, -0.064)  -0.2206
H (3.016, -0.722, 1.727)  0.2920
H (2.309, -2.044, 0.515)  0.3299
H (1.931, -1.946, 2.290)  0.3156
H (-0.096, -1.031, 0.996)  0.3687
H (0.427, 0.081, 2.103)  0.2853
H (1.948, 0.114, -0.560)  0.1151
C (-4.353, 0.099, -2.174)  -0.8623
H (-4.317, -0.718, -2.903)  0.2181
H (-5.070, 0.825, -2.492)  0.2503
H (-3.472, 0.779, -2.020)  0.2061
H (-4.462, -0.377, -1.091)  0.1887

Summary:
Kohn-Sham gap (Eh): 0.3648
SMILES string: CCS.C

---

Arrangement R

Computed, not measured: 2 unconnected molecules or ions with the total composition C3H10S, with wB97M-V/def2-TZVPD.

Each line ends with the Mulliken charge.
Element x y z (Å)
C (0.360, -2.315, -0.010)  -0.7739
C (0.345, -2.452, -1.531)  -0.7284
H (-0.558, -2.500, 0.532)  0.3120
H (0.963, -3.154, 0.428)  0.3037
H (0.866, -1.446, 0.400)  0.1467
H (-0.131, -1.631, -2.041)  0.2731
H (-0.316, -3.324, -1.763)  0.2301
H (1.360, -2.720, -1.817)  0.2486
C (0.850, 2.100, 0.224)  -0.6542
S (-0.812, 1.384, 0.751)  -0.2297
H (1.511, 1.317, 0.624)  0.1893
H (1.122, 3.051, 0.684)  0.3131
H (0.736, 2.108, -0.855)  0.2522
H (-1.616, 1.754, -0.305)  0.1173

Summary:
Kohn-Sham gap (Eh): 0.3661
SMILES string: CC.CS

---

arrangement P ends up most stable, edging out the next structure by 8.4 kcal/mol.

---

Arrangement P

Computed, not measured: a molecular structure, C4H4F2O, with wB97M-V/def2-TZVPD.

Each line ends with the Mulliken charge.
Element x y z (Å)
C (0.469, -0.032, -0.230)  0.1318
C (1.777, -0.170, -0.278)  -0.0615
C (-0.633, -0.540, 0.617)  -0.3201
C (-0.617, 0.697, -0.900)  -0.2150
O (-0.840, -0.015, 1.855)  -0.4750
F (2.546, 0.456, -1.174)  -0.2240
F (-1.192, 0.176, -2.009)  -0.2596
H (2.342, -0.793, 0.405)  0.3436
H (-1.179, -1.415, 0.303)  0.3745
H (-0.900, 1.713, -0.692)  0.3664
H (-1.772, -0.078, 2.103)  0.3389

Summary:
Kohn-Sham gap (Eh): 0.3247

---

Arrangement Q

Computed, not measured: C4H4F2O in the gas phase, with wB97M-V/def2-TZVPD.

Each line ends with the Mulliken charge.
Element x y z (Å)
C (0.113, -0.344, 0.027)  -0.0314
C (-1.101, -1.068, -0.101)  -0.0663
C (0.294, 0.987, 0.040)  -0.6609
C (-3.259, 0.047, 0.304)  0.2047
O (-2.386, -0.848, -0.019)  -0.1561
F (-4.474, -0.297, -0.111)  -0.1748
F (-2.899, 1.370, 0.033)  -0.1905
H (0.937, -0.943, -0.027)  0.3384
H (-1.100, -2.167, -0.219)  0.3098
H (1.263, 1.569, 0.159)  0.2133
H (-0.474, 1.712, -0.107)  0.2137

Summary:
Kohn-Sham gap (spin up / spin down) (Eh): 0.2401 / 0.2401

---

arrangement P ends up most stable, edging out the next structure by 30.5 kcal/mol.

---

Arrangement P

Computed, not measured: a molecular structure, CH4NO2Si, with wB97M-V/def2-TZVPD.

Each line ends with the Mulliken charge.
Element x y z (Å)
C (-2.675, -0.387, -0.087)  0.0862
N (1.454, -0.785, 0.355)  -0.3196
O (-0.735, 0.024, -1.130)  -0.5832
O (-3.398, 0.414, -0.503)  -0.2255
Si (0.426, 0.444, -0.182)  0.0465
H (2.406, -0.790, 0.633)  0.1524
H (1.172, -1.686, 0.511)  0.1913
H (1.422, 1.799, -0.762)  -0.1847
H (-0.072, 0.967, 1.165)  -0.1634

Summary:
Kohn-Sham gap (Eh): 0.3089
Net charge: -1

---

Arrangement Q

Computed, not measured: a molecular structure, CH4NO2Si, with wB97M-V/def2-TZVPD.

Each line ends with the Mulliken charge.
Element x y z (Å)
C (2.955, -0.249, -0.153)  0.1994
N (-0.259, -0.342, 0.865)  -0.4288
O (3.307, 0.308, 0.869)  -0.5382
O (3.444, -1.002, -0.975)  -0.5038
Si (0.652, 0.449, -0.353)  0.1923
H (-1.213, -0.450, 1.034)  0.1730
H (0.274, -0.400, 1.815)  0.2190
H (0.831, 2.107, 0.073)  -0.0995
H (-0.266, 0.329, -1.470)  -0.2134

Summary:
Kohn-Sham gap (Eh): 0.2568
Net charge: -1

---

Arrangement R

Computed, not measured: a molecular structure, CH4NO2Si, with wB97M-V/def2-TZVPD.

Each line ends with the Mulliken charge.
Element x y z (Å)
C (-1.571, -0.412, -0.025)  0.4709
N (1.745, -0.899, -0.390)  -0.5746
O (-2.345, -0.611, -0.954)  -0.6483
O (-1.706, 0.274, 1.007)  -0.6090
Si (0.221, -1.132, 0.216)  0.3341
H (1.897, -0.993, -1.377)  0.1656
H (1.132, 3.085, 0.127)  0.1751
H (0.469, 2.685, 0.076)  -0.1753
H (0.158, -1.997, 1.320)  -0.1385

Summary:
Kohn-Sham gap (Eh): 0.2933
Net charge: -1

---

Arrangement S

Computed, not measured: 2 unconnected molecules or ions with the total composition CH4NO2Si, with wB97M-V/def2-TZVPD.

Each line ends with the Mulliken charge.
Element x y z (Å)
C (-2.332, 0.184, 0.070)  0.8442
N (-1.649, -0.653, 0.732)  -0.6732
O (-2.773, 1.291, -0.111)  -0.6843
O (-2.403, -1.040, -0.574)  -0.4574
Si (1.771, 0.037, -0.016)  0.3905
H (0.902, 0.506, 1.038)  -0.0576
H (2.561, -1.115, 0.441)  -0.1316
H (2.781, 1.078, -0.296)  -0.1482
H (1.142, -0.289, -1.285)  -0.0824

Summary:
Kohn-Sham gap (Eh): 0.2587
Net charge: -1

---

arrangement P ends up most stable, edging out the next structure by 15.6 kcal/mol.

---

Arrangement P

Computed, not measured: 2 unconnected molecules or ions with the total composition C26H34N2O3, with wB97M-V/def2-TZVPD.

Each line ends with the Mulliken charge.
Element x y z (Å)
C (-5.037, -1.048, -1.281)  -0.8838
N (-5.181, -0.296, -0.169)  0.4705
C (-4.211, 0.491, 0.472)  0.7724
O (-4.572, 1.116, 1.400)  -0.6352
C (-2.934, 0.011, -0.096)  0.3003
C (-2.237, 1.199, -0.231)  -1.6418
C (-0.936, 1.015, -0.448)  -0.0899
C (-0.276, -0.097, -0.712)  0.5602
C (-1.086, -1.196, -0.318)  -0.3298
C (-2.325, -1.116, 0.084)  -1.0029
H (-3.002, -1.733, 0.409)  0.9371
H (-0.663, -2.093, -0.296)  0.6140
O (1.058, -0.579, -1.012)  -0.4714
C (1.964, 0.739, -1.168)  0.2690
C (2.340, 1.416, -0.072)  -0.6892
C (3.486, 0.728, 0.839)  -1.0526
N (4.777, 0.616, -0.080)  0.4934
C (4.394, 0.736, -1.470)  -1.6058
C (3.279, 0.085, -1.891)  -0.6677
H (3.252, -0.966, -1.268)  0.2330
H (2.987, -0.149, -2.992)  0.3606
H (5.164, 0.442, -1.924)  0.9956
H (4.283, 1.929, -1.885)  0.1606
C (5.675, 1.807, 0.420)  -0.4879
H (6.374, 2.119, -0.863)  0.2228
C (6.708, 1.245, 1.374)  -0.9364
C (7.425, -0.145, 0.903)  0.9980
C (8.748, 0.356, 0.402)  -1.0944
C (9.340, -0.926, 0.058)  -0.1386
C (8.870, -2.183, -0.010)  -0.7105
C (7.552, -2.196, 0.333)  -0.0074
C (6.805, -1.248, 0.748)  -0.2711
H (5.858, -1.310, 1.253)  0.3126
H (7.059, -3.412, 0.341)  0.0645
H (9.355, -3.057, -0.458)  0.3776
H (10.472, -0.552, -0.374)  0.0450
H (9.199, 1.179, 0.279)  0.6564
H (7.294, 2.040, 1.975)  0.4178
H (5.977, 0.978, 2.243)  0.2623
H (5.171, 2.844, 0.647)  0.2490
H (3.376, -0.359, 1.094)  0.3068
H (3.646, 1.326, 1.899)  0.3350
H (1.418, 1.417, 0.787)  0.2894
H (2.555, 2.319, -0.186)  0.6876
H (1.379, 1.393, -2.009)  0.2746
H (-0.122, 1.956, -0.892)  -0.0705
H (-2.549, 2.159, -0.243)  0.5810
C (-6.572, -0.322, 0.353)  -0.6981
C (-7.371, -1.439, 0.340)  -0.2278
H (-6.970, -2.121, 1.161)  0.1813
H (-7.456, -1.960, -0.583)  0.3775
C (-8.782, -1.262, 0.948)  -0.8552
O (-9.373, -0.387, 0.077)  -0.2670
C (-8.901, 0.741, 0.158)  -0.6055
C (-7.451, 0.677, -0.439)  -0.2259
H (-7.084, 1.837, -0.392)  0.1387
H (-7.675, 0.284, -1.637)  0.1426
H (-9.719, 1.415, -0.519)  0.2291
H (-8.875, 1.398, 1.072)  0.3977
H (-9.217, -2.256, 1.332)  0.3786
H (-8.673, -0.958, 1.928)  0.4822
H (-6.569, 0.271, 1.401)  0.1910
H (-4.101, -0.728, -1.883)  0.3418
H (-6.041, -0.905, -1.977)  0.3587
H (-5.012, -2.231, -1.120)  0.2004

Summary:
Kohn-Sham gap (Eh): 0.3390

---

Arrangement Q

Computed, not measured: C26H34N2O3 in the gas phase, with wB97M-V/def2-TZVPD.

Each line ends with the Mulliken charge.
Element x y z (Å)
C (-1.463, 3.722, -3.522)  -0.9796
O (-1.486, 3.284, -2.187)  -0.4572
C (-0.317, 3.292, -1.478)  1.0121
C (0.907, 3.715, -1.974)  -0.7890
C (2.041, 3.651, -1.180)  -0.8917
C (1.978, 3.182, 0.122)  0.4573
C (3.234, 2.951, 0.927)  -1.7689
N (3.786, 1.606, 0.760)  0.0811
C (4.224, 1.363, -0.606)  -0.3981
C (4.864, -0.016, -0.750)  -1.2646
C (3.854, -1.085, -0.332)  0.0009
O (2.756, -0.939, -1.223)  -0.4586
C (1.580, -1.576, -0.988)  0.7385
C (0.438, -0.943, -1.486)  -0.1707
C (-0.808, -1.500, -1.301)  -0.2078
C (-0.946, -2.702, -0.611)  0.1627
C (-2.282, -3.349, -0.438)  0.2500
O (-2.514, -4.453, -0.900)  -0.6775
N (-3.223, -2.629, 0.221)  0.1430
C (-2.974, -1.449, 1.016)  -0.3249
C (-3.151, -1.765, 2.504)  -0.7657
C (-4.545, -2.332, 2.760)  -0.6984
C (-4.767, -3.559, 1.879)  -0.6044
C (-4.544, -3.192, 0.413)  -0.9608
C (0.194, -3.354, -0.161)  -0.9559
C (1.448, -2.799, -0.337)  -0.6433
C (3.477, -0.805, 1.125)  -1.2192
C (2.864, 0.586, 1.228)  -0.0957
C (0.735, 2.799, 0.621)  -0.4300
C (-0.408, 2.836, -0.154)  1.2150
C (-1.736, 2.390, 0.375)  -1.6347
H (-1.158, 4.771, -3.597)  0.3636
H (-2.485, 3.619, -3.884)  0.2626
H (-0.799, 3.107, -4.138)  0.3647
H (0.997, 4.087, -2.983)  0.4164
H (2.986, 3.978, -1.589)  0.3750
H (3.031, 3.086, 1.993)  0.4837
H (4.011, 3.659, 0.630)  0.5219
H (4.958, 2.132, -0.860)  0.3726
H (3.389, 1.427, -1.321)  0.2516
H (5.747, -0.093, -0.117)  0.4122
H (5.155, -0.166, -1.790)  0.4665
H (4.292, -2.091, -0.432)  0.2521
H (0.557, -0.006, -2.008)  0.5070
H (-1.683, -1.003, -1.695)  0.4382
H (-1.965, -1.082, 0.830)  0.2480
H (-3.692, -0.673, 0.722)  0.0988
H (-2.994, -0.857, 3.087)  0.3388
H (-2.398, -2.498, 2.802)  0.3169
H (-4.655, -2.597, 3.813)  0.3674
H (-5.295, -1.573, 2.523)  0.2936
H (-5.779, -3.946, 2.008)  0.3586
H (-4.063, -4.345, 2.159)  0.3007
H (-4.619, -4.075, -0.224)  0.4837
H (-5.287, -2.451, 0.096)  0.3154
H (0.093, -4.307, 0.337)  0.4798
H (2.320, -3.326, 0.020)  0.4286
H (4.382, -0.863, 1.730)  0.5244
H (2.760, -1.537, 1.498)  0.5225
H (2.630, 0.804, 2.274)  0.4311
H (1.920, 0.591, 0.657)  0.0172
H (0.656, 2.462, 1.645)  0.2830
H (-1.649, 2.042, 1.401)  0.4220
H (-2.451, 3.210, 0.334)  0.4206
H (-2.130, 1.585, -0.244)  0.1964

Summary:
Kohn-Sham gap (Eh): 0.3306
SMILES string: COc1ccc(CN2CCC(Oc3ccc(C(=O)N4CCCCC4)cc3)CC2)cc1C

---

arrangement Q ends up most stable, edging out the next structure by 494.1 kcal/mol.

---

Arrangement P

Computed, not measured: 2 unconnected molecules or ions with the total composition C6H16O, with wB97M-V/def2-TZVPD.

Each line ends with the Mulliken charge.
Element x y z (Å)
C (-2.007, -0.252, 1.320)  -1.1264
C (-0.643, 0.495, 1.367)  -0.7844
C (0.545, -0.117, 0.640)  1.8958
C (0.124, -0.480, -0.803)  -1.6845
C (1.755, 0.805, 0.536)  -1.7692
C (0.978, -1.359, 1.416)  -1.6781
H (-2.593, -0.135, 2.247)  0.3293
H (-1.823, -1.327, 1.154)  0.2891
H (-2.602, 0.137, 0.476)  0.2688
H (-0.883, 1.520, 1.024)  0.3974
H (-0.510, 0.529, 2.465)  0.3769
H (-0.592, -1.292, -1.015)  0.3183
H (1.049, -0.668, -1.372)  0.4252
H (-0.313, 0.473, -1.146)  0.4142
H (2.600, 0.236, 0.112)  0.4195
H (2.045, 1.176, 1.533)  0.3996
H (1.552, 1.671, -0.116)  0.3627
H (1.420, -1.074, 2.386)  0.4048
H (1.762, -1.826, 0.796)  0.4085
H (0.183, -2.102, 1.597)  0.3325
O (-0.886, 1.477, -4.670)  -0.6383
H (-0.761, 1.411, -5.644)  0.3253
H (-0.403, 0.701, -4.305)  0.3131

Summary:
Kohn-Sham gap (Eh): 0.4263
SMILES string: CCC(C)(C)C.O

---

Arrangement Q

Computed, not measured: 2 unconnected molecules or ions with the total composition C6H16O, with wB97M-V/def2-TZVPD.

Each line ends with the Mulliken charge.
Element x y z (Å)
C (1.993, -0.420, 1.980)  -1.2293
C (1.203, 0.874, 1.753)  -0.4084
C (1.572, 1.521, 0.398)  -0.8293
C (1.146, 0.719, -0.852)  -0.6065
C (-0.357, 0.392, -0.876)  -0.2806
C (-1.294, 1.469, -0.306)  -1.3020
H (3.015, -0.095, 2.233)  0.3228
H (1.787, -0.887, 2.943)  0.3696
H (2.056, -1.084, 1.143)  0.2774
H (0.132, 0.706, 1.874)  0.3560
H (1.518, 1.556, 2.544)  0.3208
H (1.249, 2.557, 0.390)  0.3523
H (2.661, 1.467, 0.437)  0.4127
H (1.781, -0.157, -0.846)  0.3102
H (1.348, 1.389, -1.690)  0.2891
H (-0.605, 0.205, -1.909)  0.3686
H (-0.617, -0.480, -0.270)  0.2635
H (-1.396, 2.358, -0.930)  0.3364
H (-0.997, 1.858, 0.662)  0.3217
H (-2.278, 1.030, -0.259)  0.3550
O (-3.559, -3.751, -1.758)  -0.6372
H (-2.918, -3.158, -2.159)  0.3139
H (-3.518, -4.588, -2.232)  0.3233

Summary:
Kohn-Sham gap (Eh): 0.4262
SMILES string: CCCCCC.O

---

Arrangement R

Computed, not measured: 2 unconnected molecules or ions with the total composition C6H16O, with wB97M-V/def2-TZVPD.

Each line ends with the Mulliken charge.
Element x y z (Å)
C (0.563, -1.317, -1.176)  -1.6799
C (1.353, -0.219, -0.497)  1.3635
C (1.681, -0.581, 0.974)  -1.3989
C (2.675, 0.027, -1.190)  -1.6821
H (1.181, -2.087, -1.643)  0.3799
H (-0.137, -0.949, -1.906)  0.3789
H (-0.091, -1.895, -0.529)  0.4366
H (0.774, 0.703, -0.419)  -0.0163
H (0.891, -0.258, 1.655)  0.2826
H (1.786, -1.648, 1.193)  0.3510
H (2.638, -0.211, 1.272)  0.3897
H (2.622, 0.164, -2.269)  0.3926
H (3.278, 0.801, -0.741)  0.4215
H (3.340, -0.845, -1.089)  0.3687
C (-2.765, 0.388, -0.038)  -0.3986
C (-2.321, 1.513, 0.907)  -0.4450
O (-1.804, 1.007, 2.154)  -0.5089
H (-1.832, 0.015, -0.404)  -0.2155
H (-3.322, 0.917, -0.799)  0.2860
H (-3.486, -0.294, 0.411)  0.3800
H (-1.463, 1.981, 0.418)  0.2545
H (-3.042, 2.291, 1.146)  0.3655
H (-2.520, 0.495, 2.569)  0.2940

Summary:
Kohn-Sham gap (Eh): 0.4158
SMILES string: CC(C)C.CCO

---

arrangement P ends up most stable, edging out the next structure by 5.6 kcal/mol.

---

Arrangement P

Computed, not measured: C4H6N2S in the gas phase, with wB97M-V/def2-TZVPD.

Each line ends with the Mulliken charge.
Element x y z (Å)
C (2.048, 0.285, -0.391)  -0.5323
C (1.635, 1.600, -0.379)  -0.1408
C (1.154, -0.708, 0.148)  0.0682
C (-2.426, -0.654, 0.250)  -0.5047
N (-0.076, -0.279, 0.355)  0.5723
N (-1.086, -0.942, 0.723)  -0.9175
S (0.059, 1.888, 0.231)  -0.1690
H (3.198, 0.143, -0.610)  0.2255
H (2.319, 2.318, -0.733)  0.3844
H (1.316, -1.834, 0.086)  0.3262
H (-2.412, -0.747, -0.902)  0.2295
H (-3.152, -1.459, 0.591)  0.2470
H (-2.577, 0.390, 0.630)  0.2110

Summary:
Kohn-Sham gap (spin up / spin down) (Eh): 0.2536 / 0.2536

---

Arrangement Q

Computed, not measured: C4H6N2S in the gas phase, with wB97M-V/def2-TZVPD.

Each line ends with the Mulliken charge.
Element x y z (Å)
C (-0.533, 0.538, -1.943)  -0.9046
C (-0.366, 0.067, -0.535)  0.3793
N (-1.181, -0.654, -0.084)  -0.3845
C (-0.857, -0.892, 1.223)  -0.4360
C (0.444, -0.481, 1.271)  0.2674
S (1.265, -0.284, 2.768)  -0.3174
N (0.788, 0.231, 0.158)  -0.2206
H (-0.816, 1.670, -1.939)  0.2306
H (-1.554, 0.096, -2.355)  0.2452
H (0.277, 0.261, -2.652)  0.2997
H (-1.687, -1.421, 1.716)  0.3761
H (2.330, 0.533, 2.614)  0.1075
H (1.888, 0.336, -0.242)  0.3575

Summary:
Kohn-Sham gap (Eh): 0.3104
SMILES string: Cc1ncc(S)[nH]1

---

arrangement Q ends up most stable, edging out the next structure by 35.8 kcal/mol.